Here is 2 unconnected molecules or ions with the total composition C4H13N5 in a non-equilibrium geometry from the OMol25 dataset. Energies are from wB97M-V/def2-TZVPD.

Output
* structure (SMILES): NN=C(N)N.C=CNC
* multiplicity: 1
* highest occupied orbital energy: -0.2834 Eh

Atoms and positions in Å:
N (0.399, 0.981, 2.248)
N (-0.650, 0.477, 1.472)
C (-0.902, 1.064, 0.342)
N (-2.102, 0.741, -0.284)
N (-0.356, 2.290, -0.039)
H (0.295, 0.598, 3.182)
H (0.420, 2.001, 2.275)
H (-2.492, -0.115, 0.085)
H (-2.022, 0.712, -1.293)
H (-0.698, 2.632, -0.924)
H (0.649, 2.333, 0.030)
C (0.294, -0.627, -2.129)
C (1.042, -0.307, -1.064)
N (1.317, -1.119, 0.042)
C (0.501, -2.275, 0.323)
H (0.375, -0.062, -3.041)
H (-0.408, -1.442, -2.122)
H (1.754, 0.508, -1.148)
H (1.695, -0.651, 0.856)
H (0.933, -2.818, 1.162)
H (0.483, -2.925, -0.552)
H (-0.527, -1.995, 0.580)

These are the Mulliken partial charges, in e, on atoms 1 to 4: atom 1 (N): -0.533, atom 2 (N): -0.372, atom 3 (C): 0.581, atom 4 (N): -0.598

Here is C2H2N4O2 in the gas phase in a non-equilibrium geometry from the OMol25 dataset. Energies are from wB97M-V/def2-TZVPD.

Output
* multiplicity: 1
* highest occupied orbital energy: -0.3393 Eh

Atoms and positions in Å:
C (1.931, 1.087, -0.423)
C (-0.509, 0.155, -0.211)
N (2.023, 0.037, 0.125)
N (1.437, -0.927, 0.574)
N (0.070, -0.929, 0.232)
N (-1.936, 0.087, -0.020)
O (-2.737, 0.021, -0.918)
O (-2.190, 0.386, 1.124)
H (2.349, 1.826, -1.160)
H (-0.438, -1.743, 0.679)

These are the Mulliken partial charges, in e, on atoms 1 to 4: atom 1 (C): 0.149, atom 2 (C): -0.368, atom 3 (N): 0.409, atom 4 (N): -1.003

Here is C3H8N2S in the gas phase in a non-equilibrium geometry from the OMol25 dataset. Energies are from wB97M-V/def2-TZVPD.

Output
* structure (SMILES): N[C@@H]1C(S)[C@H]1N
* multiplicity: 1
* highest occupied orbital energy: -0.3082 Eh

Atoms and positions in Å:
N (-0.387, -1.749, -0.701)
C (0.577, -1.043, 0.149)
C (-0.043, 0.322, 0.597)
S (-1.765, 0.778, 0.181)
C (1.081, 0.283, -0.396)
N (2.324, 0.891, 0.070)
H (-1.024, -2.144, 0.152)
H (0.078, -2.572, -1.180)
H (1.139, -1.519, 0.902)
H (0.154, 0.781, 1.602)
H (-1.827, 0.069, -0.989)
H (0.670, 0.374, -1.471)
H (2.539, 0.544, 1.085)
H (3.253, 0.659, -0.683)

These are the Mulliken partial charges, in e, on atoms 1 to 4: atom 1 (N): -0.626, atom 2 (C): -0.204, atom 3 (C): -0.223, atom 4 (S): -0.248

Here is a molecular structure, C49H43Cl3N5OPPb in a non-equilibrium geometry from the OMol25 dataset. Energies are from wB97M-V/def2-TZVPD.

Output
* multiplicity: 1
* highest occupied orbital energy: -0.2744 Eh

Atoms and positions in Å:
Pb (13.783, 11.657, 11.473)
N (23.627, 7.510, 11.488)
C (22.537, 7.886, 11.525)
C (21.203, 8.392, 11.581)
C (20.247, 7.855, 10.717)
C (18.970, 8.374, 10.725)
C (18.661, 9.426, 11.593)
C (19.601, 9.906, 12.500)
C (20.887, 9.382, 12.493)
C (17.291, 10.026, 11.562)
C (16.514, 9.828, 12.696)
C (16.865, 9.044, 13.844)
C (15.829, 9.159, 14.730)
C (14.873, 9.982, 14.109)
N (15.247, 10.361, 12.905)
C (16.937, 10.652, 10.341)
C (17.757, 10.758, 9.198)
C (16.933, 11.189, 8.152)
C (15.666, 11.358, 8.719)
N (15.649, 11.043, 10.018)
H (20.477, 7.042, 10.056)
H (18.212, 7.991, 10.060)
H (19.319, 10.686, 13.179)
H (21.640, 9.766, 13.160)
H (17.762, 8.466, 13.984)
H (15.750, 8.713, 15.693)
H (13.927, 10.296, 14.524)
H (18.822, 10.548, 9.121)
H (17.168, 11.349, 7.115)
H (14.761, 11.640, 8.214)
C (10.615, 13.046, 13.319)
N (12.064, 12.963, 13.243)
C (12.793, 13.731, 13.989)
C (14.205, 13.887, 13.818)
C (15.082, 14.609, 14.620)
C (16.358, 14.476, 14.026)
C (16.182, 13.711, 12.883)
N (14.890, 13.359, 12.744)
C (9.874, 11.696, 13.424)
C (9.802, 11.082, 14.661)
C (9.114, 9.894, 14.836)
C (8.484, 9.285, 13.766)
C (8.545, 9.887, 12.510)
C (9.210, 11.107, 12.353)
H (10.258, 13.581, 12.430)
H (10.303, 13.657, 14.183)
H (12.295, 14.333, 14.770)
H (14.875, 15.162, 15.513)
H (17.285, 14.904, 14.373)
H (16.917, 13.392, 12.148)
H (10.304, 11.559, 15.505)
H (9.009, 9.472, 15.830)
H (7.962, 8.325, 13.888)
H (8.096, 9.403, 11.653)
H (9.233, 11.537, 11.357)
Cl (11.016, 12.181, 9.527)
C (11.085, 13.544, 8.426)
C (10.014, 13.648, 7.547)
C (9.948, 14.706, 6.668)
C (10.965, 15.663, 6.664)
C (12.032, 15.533, 7.531)
C (12.135, 14.467, 8.446)
P (13.586, 14.296, 9.557)
C (13.507, 15.835, 10.515)
C (12.594, 15.844, 11.567)
C (12.504, 16.936, 12.401)
C (13.337, 18.037, 12.228)
C (14.256, 18.024, 11.194)
C (14.327, 16.940, 10.331)
C (15.028, 14.481, 8.440)
C (14.932, 14.283, 7.069)
C (16.079, 14.320, 6.303)
C (17.313, 14.579, 6.873)
C (17.405, 14.733, 8.244)
C (16.275, 14.681, 9.036)
H (9.240, 12.878, 7.532)
H (9.104, 14.814, 5.997)
H (10.900, 16.512, 5.989)
H (12.831, 16.276, 7.471)
H (11.972, 14.970, 11.744)
H (11.800, 16.914, 13.223)
H (13.291, 18.898, 12.882)
H (14.944, 18.839, 11.050)
H (15.062, 16.935, 9.547)
H (13.997, 14.055, 6.588)
H (16.032, 14.130, 5.233)
H (18.161, 14.639, 6.222)
H (18.370, 14.901, 8.696)
H (16.352, 14.825, 10.103)
Cl (12.502, 6.209, 14.120)
C (11.992, 7.891, 14.313)
Cl (11.958, 8.718, 12.754)
H (12.693, 8.404, 14.956)
H (10.993, 7.915, 14.717)
C (11.086, 8.615, 9.274)
C (12.449, 8.959, 8.736)
O (13.373, 8.949, 9.807)
H (10.399, 8.493, 8.440)
H (10.665, 9.376, 9.946)
H (11.125, 7.665, 9.819)
H (12.440, 9.936, 8.258)
H (12.716, 8.225, 7.975)
H (14.254, 9.198, 9.482)

These are the Mulliken partial charges, in e, on atoms 1 to 4: atom 1 (Pb): 1.797, atom 2 (N): -0.546, atom 3 (C): -0.095, atom 4 (C): 0.629

Number 1: Kohn-Sham gap 8.679 eV. Number 2: Kohn-Sham gap 8.809 eV. Number 3: Kohn-Sham gap 9.275 eV. Number 4: Kohn-Sham gap 6.762 eV.